C4H14N3 | ωB97M-V/def2-TZVPD

## Properties
ΔE to the lowest compared entry with this formula, charge and spin = 197.46 kJ/mol
charge = +1
E_HOMO = -11.82 eV
calculated total energy = -324.7896 hartree
orbital gap = 6.75 eV
LUMO level = -5.1 eV

XYZ file:
```
21
C4H14N3 ωB97M-V/def2-TZVPD
N -0.505 -1.120 -1.327
C -1.427 -2.160 -0.809
N -1.870 -3.185 -1.732
H 0.296 -1.551 -1.781
H -0.994 -0.640 -2.077
H -0.893 -2.661 0.000
H -2.278 -1.631 -0.386
H -2.250 -2.770 -2.582
H -1.058 -3.738 -2.017
C -0.292 1.860 0.132
C 0.235 1.355 1.481
C 2.695 1.291 1.495
N 1.589 1.901 1.642
H -0.121 2.942 0.132
H 0.300 1.428 -0.671
H -1.344 1.662 -0.027
H -0.353 1.728 2.318
H 0.326 0.272 1.548
H 3.581 1.908 1.399
H 2.724 0.209 1.460
H 1.639 2.901 1.805
```

Results of the Löwdin charge analysis, in e, for atoms 1 through 8: N -0.0188; C -0.3733; N -0.0014; H 0.0603; H 0.0611; H 0.1008; H 0.1012; H 0.0682